Model a:
4 unconnected molecules or ions with the total composition C4H16N2O2. Source: the OMol25 dataset; level of theory: ωB97M-V/def2-TZVPD.

Values from the calculation:
* net charge: +1
* orbital gap (spin up / spin down): 6.840 / 6.302 eV
* 2S+1: 2

```
24
C4H16N2O2 ωB97M-V/def2-TZVPD
C 1.721 1.287 -0.076
N 1.070 0.526 -1.190
C 1.101 -0.957 -1.045
C -0.334 -1.541 -0.742
C -0.638 -1.164 0.696
N -2.579 1.198 1.031
H 0.985 1.243 0.809
H 1.857 2.358 -0.367
H 2.616 0.743 0.167
H 0.081 0.805 -1.156
H 1.584 -1.477 -1.873
H 1.691 -1.173 -0.031
H -0.320 -2.632 -0.850
H -0.020 -1.746 1.342
H -0.375 -0.169 0.977
H -1.676 -1.249 0.918
H -2.451 0.942 0.020
H -3.509 1.213 1.437
H -0.954 -1.193 -1.553
H -1.794 1.976 -1.343
O -1.577 0.999 -1.388
H -2.036 2.039 1.117
H 3.272 -1.138 1.555
O 2.287 -0.890 1.548
```



Model b:
3 unconnected molecules or ions with the total composition C4H16N2O2. Source: the OMol25 dataset; level of theory: ωB97M-V/def2-TZVPD.

Values from the calculation:
* net charge: +1
* orbital gap (spin up / spin down): 11.381 / 5.049 eV
* 2S+1: 2

```
24
C4H16N2O2 ωB97M-V/def2-TZVPD
C 2.443 0.007 -1.489
C 1.156 -0.661 -0.961
C -0.071 0.068 -1.579
C -1.400 -0.514 -1.142
N -2.084 0.286 -0.160
N 1.136 -0.599 0.466
H 2.785 -0.323 -2.463
H 2.527 1.093 -1.376
H 3.215 -0.223 -0.740
H 1.186 -1.717 -1.213
H 0.032 0.120 -2.661
H -0.112 1.132 -1.317
H -1.999 -0.815 -2.008
H -1.183 -1.563 -0.838
H -1.343 0.472 0.518
H -2.737 -0.314 0.303
H 0.273 -1.004 0.857
H 1.252 0.321 0.908
H -0.653 -3.013 2.111
H -0.773 -1.838 3.065
O -1.278 -2.347 2.422
H -0.623 3.367 1.028
H 0.826 3.851 0.954
O 0.197 3.388 1.513
```



Model c:
3 unconnected molecules or ions with the total composition C4H16N2O2. Source: the OMol25 dataset; level of theory: ωB97M-V/def2-TZVPD.

Values from the calculation:
* net charge: +1
* orbital gap (spin up / spin down): 9.736 / 4.695 eV
* 2S+1: 2

```
24
C4H16N2O2 ωB97M-V/def2-TZVPD
C -1.378 -0.615 1.593
C -1.252 0.922 1.381
C -1.042 1.495 0.001
C 0.175 1.219 -2.101
N 0.295 1.265 -0.637
N -0.199 -1.333 1.366
H -1.816 -0.865 2.562
H -2.163 -0.968 0.898
H -0.612 1.346 2.144
H -2.234 1.239 1.720
H -1.899 1.256 -0.635
H -1.088 2.582 0.110
H -0.322 0.392 -2.609
H 1.211 1.215 -2.472
H -0.202 2.164 -2.502
H 0.546 0.313 -0.394
H 0.466 -0.948 0.686
H 0.232 -1.694 2.218
H 1.533 -1.859 -1.429
H 0.267 -2.466 -2.100
O 1.132 -2.069 -2.276
H 3.179 -0.733 0.167
H 2.546 -0.618 1.525
O 2.625 -1.238 0.785
```



Model d:
3 unconnected molecules or ions with the total composition C4H16N2O2. Source: the OMol25 dataset; level of theory: ωB97M-V/def2-TZVPD.

Values from the calculation:
* net charge: +1
* orbital gap (spin up / spin down): 5.101 / 9.386 eV
* 2S+1: 2

```
24
C4H16N2O2 ωB97M-V/def2-TZVPD
C 1.172 -1.049 -1.414
C 1.384 -1.331 0.077
C 1.716 -0.068 0.860
C 0.695 1.420 2.497
N 0.568 0.615 1.400
N -0.313 -1.302 -1.807
H 1.288 -0.008 -1.684
H 1.758 -1.711 -2.043
H 0.495 -1.800 0.507
H 2.218 -2.023 0.177
H 2.492 -0.236 1.608
H 2.250 0.641 0.201
H 1.577 1.723 3.026
H -0.196 1.842 2.942
H -0.359 0.323 1.114
H -0.319 -2.212 -2.268
H -0.591 -0.656 -2.537
H -0.895 -1.242 -0.960
H -2.675 -0.667 0.813
H -2.308 0.441 -0.255
O -1.941 -0.229 0.364
H -2.907 2.637 -0.207
H -2.746 2.733 -1.553
O -2.363 2.162 -0.858
```



model d (100.3 kJ/mol below the next structure)